Entry 1:
Computed, not measured: an isolated molecule of C15H23BrN2O3, with ωB97M-V/def2-TZVPD.

## Properties
SMILES string: CCCCNCc1cc(OCC)c(OCC(N)=O)cc1Br
ΔE to the lowest compared entry with this formula, charge and spin: 28.3 kcal/mol

Geometry (Å):
C  1.592  -1.222  6.885
C  0.612  -0.247  6.244
C  0.730  -0.252  4.722
C  -0.246  0.730  4.076
N  -0.330  0.528  2.640
H  -1.175  0.958  2.277
C  0.815  1.020  1.893
C  0.634  0.692  0.439
C  0.590  -0.623  0.002
C  0.392  -0.937  -1.332
C  0.223  0.071  -2.264
C  0.252  1.416  -1.844
C  0.459  1.699  -0.503
H  0.488  2.721  -0.158
O  0.067  2.335  -2.836
C  0.041  3.715  -2.527
C  -1.297  4.161  -1.944
H  -2.098  3.956  -2.649
H  -1.514  3.634  -1.018
H  -1.270  5.228  -1.744
H  0.211  4.210  -3.487
H  0.869  3.975  -1.858
O  0.105  -0.165  -3.610
C  -0.882  -1.081  -4.038
C  -2.265  -0.433  -4.209
O  -3.263  -1.099  -4.367
N  -2.243  0.909  -4.181
H  -3.102  1.416  -4.310
H  -1.374  1.406  -4.042
H  -0.986  -1.941  -3.370
H  -0.559  -1.444  -5.018
H  0.388  -1.970  -1.643
Br  0.828  -2.049  1.226
H  1.704  0.507  2.272
H  0.973  2.107  2.017
H  0.043  1.766  4.334
H  -1.244  0.550  4.484
H  0.518  -1.249  4.336
H  1.755  0.002  4.447
H  0.801  0.761  6.620
H  -0.407  -0.520  6.527
H  1.409  -2.232  6.526
H  1.487  -1.215  7.967
H  2.616  -0.952  6.637

---

Entry 2:
Computed, not measured: a structure of composition C15H23Cl3IrNO2P, with ωB97M-V/def2-TZVPD.

## Properties
Total charge: +2
Multiplicity: 6
ΔE to the lowest compared entry with this formula, charge and spin: 0.0 kcal/mol

Geometry (Å):
C  -1.325  -2.802  -2.012
C  -0.360  -1.955  -2.542
C  0.286  -0.992  -1.732
C  -0.075  -0.920  -0.386
C  -1.034  -1.786  0.169
C  -1.655  -2.732  -0.644
C  1.245  -0.048  -2.352
C  1.204  1.369  -1.722
N  0.309  2.225  -2.440
Ir  0.834  0.305  1.014
C  -1.427  -1.569  1.592
P  -1.169  0.298  1.873
H  -0.108  -1.972  -3.612
H  -2.440  -3.365  -0.207
H  -1.836  -3.515  -2.644
H  -0.776  -2.083  2.321
H  -2.459  -1.879  1.779
H  2.295  -0.398  -2.231
H  1.062  -0.010  -3.448
H  0.970  1.288  -0.583
C  -1.649  0.541  3.608
C  -2.628  0.931  0.962
H  2.181  1.827  -1.870
C  -1.112  1.955  -2.336
C  0.621  3.655  -2.351
H  1.572  1.040  2.390
H  -1.673  2.643  -2.987
H  -1.338  0.923  -2.608
H  -1.457  2.139  -1.305
H  -0.026  4.240  -3.013
H  0.466  4.008  -1.320
H  1.669  3.813  -2.622
H  -3.582  0.552  1.354
H  -2.645  2.020  1.044
H  -2.595  0.661  -0.094
H  -2.650  0.147  3.844
H  -0.922  0.057  4.268
H  -1.655  1.618  3.812
H  1.429  1.748  1.729
Cl  3.660  -1.133  3.893
C  3.544  -2.308  2.590
Cl  5.119  -2.850  1.971
Cl  2.606  -3.769  3.124
C  2.763  -1.499  1.463
O  3.259  -0.810  0.594
O  1.500  -1.607  1.666

---

Entry 3:
Computed, not measured: a structure of composition C15H23Cl5GdN11O4, with ωB97M-V/def2-TZVPD.

## Properties
Total charge: +2
Multiplicity: 8
ΔE to the lowest compared entry with this formula, charge and spin: 21.5 kcal/mol

Geometry (Å):
Gd  0.871  0.260  1.177
C  3.695  3.459  3.806
O  3.717  2.053  4.131
C  2.966  1.267  3.404
O  2.219  1.647  2.501
N  3.124  -0.037  3.725
N  2.344  -1.006  3.082
H  4.343  3.933  4.534
H  2.683  3.850  3.877
H  4.080  3.615  2.801
H  3.668  -0.273  4.540
H  1.729  -1.446  3.757
H  2.948  -1.716  2.685
N  -1.550  -1.546  0.701
C  -1.077  -1.805  -0.669
C  -1.213  -3.253  -1.162
C  -0.353  -3.616  -2.385
C  -0.457  -2.660  -3.573
N  -1.829  -2.618  -4.085
C  -2.385  -1.594  -4.715
N  -1.683  -0.491  -4.971
N  -3.666  -1.653  -5.089
C  0.372  -1.308  -0.585
O  0.715  -0.343  -1.298
O  1.080  -1.734  0.377
H  -1.352  -2.352  1.285
H  -2.553  -1.401  0.722
H  -1.615  -1.124  -1.329
H  -2.267  -3.453  -1.369
H  -0.921  -3.914  -0.343
H  -0.620  -4.620  -2.723
H  0.699  -3.653  -2.094
H  0.222  -2.996  -4.360
H  -0.159  -1.661  -3.264
H  -2.372  -3.461  -3.981
H  -0.708  -0.427  -4.733
H  -2.108  0.285  -5.447
H  -4.232  -2.465  -4.912
H  -4.083  -0.917  -5.633
Cl  -0.159  0.175  4.850
C  -1.299  0.980  3.815
C  -1.003  1.020  2.459
C  -1.929  1.694  1.677
Cl  -1.505  1.755  -0.025
C  -3.094  2.270  2.148
Cl  -4.193  3.062  1.097
C  -3.352  2.187  3.520
Cl  -4.784  2.870  4.161
C  -2.441  1.549  4.368
Cl  -2.735  1.472  6.053
N  1.300  3.283  -2.123
N  2.140  2.429  -1.482
N  3.281  2.058  -1.988
C  3.709  1.178  -1.085
N  2.841  1.040  -0.089
N  1.840  1.862  -0.355
H  1.814  3.906  -2.729
H  0.654  3.729  -1.491
H  4.643  0.652  -1.167

---

Entry 4:
Computed, not measured: a cluster of 2 separate species, C15H23ClIN2O4P in total, with ωB97M-V/def2-TZVPD.

## Properties
E: -2095.0483 hartree
SMILES string: CC[C@H](I)[C@@H](C#N)[C@@](C#N)(CCCCOC=O)P(O)Cl.CC(C)=O

Geometry (Å):
C  2.860  -4.615  1.629
C  2.446  -4.283  0.154
C  1.705  -2.894  0.010
I  1.001  -2.796  -2.024
C  2.697  -1.772  0.428
C  3.908  -1.814  -0.513
N  4.849  -1.965  -1.102
C  2.133  -0.288  0.386
C  2.397  0.279  -0.999
N  2.657  0.686  -2.022
C  0.687  -0.091  0.923
C  -0.201  0.942  0.153
C  -1.231  0.269  -0.812
C  -2.295  -0.596  -0.096
O  -2.670  -0.111  1.217
C  -2.739  -1.080  2.160
O  -2.850  -0.773  3.292
P  3.270  0.691  1.576
O  4.690  0.998  0.749
Cl  2.419  2.571  1.954
H  3.952  -4.798  1.690
H  2.599  -3.833  2.370
H  2.374  -5.564  1.934
H  1.687  -5.037  -0.158
H  3.287  -4.380  -0.561
H  0.854  -2.960  0.720
H  3.038  -1.961  1.471
H  0.098  -1.027  1.017
H  0.772  0.291  1.971
H  -0.826  1.443  0.929
H  0.359  1.766  -0.331
H  -0.742  -0.379  -1.573
H  -1.737  1.078  -1.388
H  -2.009  -1.671  0.006
H  -3.227  -0.612  -0.709
H  -2.657  -2.169  1.944
H  5.102  1.719  1.262
C  -2.622  4.840  -1.701
C  -3.767  3.881  -1.913
O  -3.572  2.721  -2.202
C  -5.163  4.427  -1.751
H  -1.679  4.315  -1.850
H  -2.684  5.659  -2.420
H  -2.649  5.233  -0.683
H  -5.336  5.228  -2.471
H  -5.300  4.801  -0.735
H  -5.884  3.631  -1.931

---

Entry 5:
Computed, not measured: a structure of composition C15H23ClN2OTc, with ωB97M-V/def2-TZVPD.

## Properties
E: -1310.4935 hartree
Total charge: +2
Multiplicity: 4

Geometry (Å):
C  0.259  0.801  -6.652
C  1.636  1.363  -7.015
C  0.036  -0.535  -7.365
C  -0.832  1.797  -7.055
Cl  0.184  0.533  -4.876
H  0.079  -0.394  -8.452
H  -0.945  -0.953  -7.117
H  0.805  -1.262  -7.087
H  1.702  1.526  -8.098
H  2.432  0.670  -6.729
H  1.813  2.322  -6.519
H  -0.804  1.967  -8.138
H  -0.688  2.761  -6.558
H  -1.826  1.417  -6.799
C  1.706  -1.526  1.060
C  0.755  -2.203  0.212
C  0.839  -1.590  -1.095
H  0.156  -3.053  0.520
C  1.828  -0.550  -1.039
C  2.418  -0.570  0.259
H  3.275  0.019  0.591
H  1.924  -1.797  2.086
H  0.361  -1.950  -1.997
H  2.099  0.084  -1.880
C  -2.310  0.969  0.477
C  -2.192  -0.241  1.227
C  -1.804  -1.298  0.318
H  -2.476  -0.412  2.262
C  -1.624  -0.695  -0.986
C  -1.896  0.716  -0.862
H  -1.884  1.415  -1.695
H  -2.701  1.908  0.864
H  -1.808  -2.351  0.560
H  -1.524  -1.226  -1.923
Tc  0.013  -0.245  0.291
N  0.293  1.374  4.429
C  0.178  0.427  3.475
N  -0.112  -0.825  3.884
O  0.314  0.782  2.264
H  0.180  1.166  5.413
H  0.491  2.310  4.123
H  -0.198  -1.565  3.209
H  -0.174  -1.056  4.870